A 2-piece molecular cluster, C4H5NO2 overall, computed with wB97M-V/def2-TZVPD.

Its frontier orbital gap (alpha / beta) is 9.631 / 9.631 eV. As for the energy above the lowest of the compared OMol25 structures with the same formula, charge and spin: 160.3 kcal per mole. The total charge is 0. The LUMO energy (alpha / beta) is 0.52 / 0.52 eV. The HOMO energy (alpha / beta) is -9.110 / -9.110 eV. Its SMILES is COC#[N+][O-].C#C.

Geometry (Å):
N -0.7326 0.3211 0.9678
C -0.2384 -2.1635 -0.6759
H -0.8503 -2.5364 0.1514
C 0.7642 2.5807 0.3168
H 0.8012 -2.0502 -0.3556
H 0.7459 3.1539 1.2165
C -0.6396 0.0350 -0.1876
C 0.7748 1.9557 -0.7200
O -0.4655 1.0814 1.8837
H 0.8936 1.5390 -1.6967
H -0.3091 -2.8211 -1.5407
O -0.7599 -0.8888 -1.1012

Cartesian forces, eV/Å:
0.048 -0.122 -0.653
0.108 -0.307 0.071
0.105 0.017 -0.131
0.083 -0.140 -0.503
-0.149 -0.035 -0.070
0.061 -0.093 -0.167
-0.225 -0.070 0.739
0.169 0.487 0.345
-0.160 -0.126 0.049
-0.028 0.099 0.136
0.011 0.060 0.120
-0.023 0.230 0.064

=====

C53H56ClIrN6OPS2 as an isolated structure, computed with wB97M-V/def2-TZVPD.

Its frontier orbital gap (alpha / beta) is 5.336 / 5.083 eV. Its spin multiplicity is 6. The total charge is +2. The LUMO energy (alpha / beta) is -6.20 / -7.35 eV. The HOMO energy (alpha / beta) is -11.532 / -12.434 eV.

Geometry (Å):
C -0.3152 2.6755 -5.6130
C 1.8115 -2.4155 2.1394
C -3.4464 -1.1908 0.9060
P 0.2412 -2.0266 -0.1139
H 1.1310 1.2389 6.3106
H 0.6558 -4.7931 -0.3247
H 8.0215 0.3945 -5.5260
H -4.1759 -0.9001 0.1714
C -5.3363 -0.8105 4.0805
H -1.1043 -4.0539 1.5770
H 2.8305 -0.3239 5.4920
H -4.7247 -1.4923 6.0118
H 2.1722 -0.9064 7.0178
C 1.3415 -3.9696 3.9065
H 3.1154 -2.7729 3.7920
C -3.7616 -1.1956 2.2451
H -1.3299 6.3052 0.0827
C -1.8959 1.8763 6.2286
C 0.7947 0.2788 5.9035
C -0.7645 -3.3086 -0.9534
H -2.5200 -2.3003 5.2300
C 1.9383 -0.7167 5.9739
C 3.9777 -2.5543 -2.7666
Ir 0.0192 0.3464 0.1163
N 3.4643 1.8643 -1.8631
H -3.5996 5.4459 0.4910
C -1.9116 -3.0727 -1.6999
C -0.7478 3.8379 -4.9917
C -2.8271 0.9272 6.9733
C 5.3583 1.7108 -3.9225
C 0.6369 -2.7928 1.4901
H 6.5357 -0.5153 -1.6269
N 1.3986 2.5329 -1.2448
C -3.1555 3.4678 -0.1008
H 1.1371 -0.7399 -2.5013
H -0.4955 -5.0533 3.7346
C -2.8473 4.7675 0.1229
C -1.5365 5.2615 -0.1013
H -2.5767 1.7494 4.2749
Cl -6.1336 0.0130 1.6562
H -2.9515 1.2712 7.9958
H 4.6193 -4.0382 -1.3634
N 0.2382 2.1654 -0.7833
C -3.2039 -1.8430 4.5301
H -0.0477 -0.0942 6.4899
S 2.3598 0.5400 0.2663
H -2.3206 -2.0789 -1.7936
H -1.3317 -0.0647 -2.4145
H -4.1485 3.0763 0.0585
H -2.2575 5.8066 -4.1208
C 7.2947 0.5549 -4.7470
C -2.5411 -4.1278 -2.3453
H 2.4506 -1.6645 1.6932
H 0.4923 4.7882 -0.6037
H 2.6914 -3.7599 0.1124
O -2.1556 1.1954 -0.1374
C -4.4469 -1.3886 4.9754
H 3.0972 -1.0199 -3.9720
H -2.9350 -0.0159 -3.1714
C -0.7486 3.0513 -0.6521
C -2.0357 5.1201 -3.3051
N -1.7633 1.5056 4.8263
H -2.5313 -6.2282 -2.7580
C 5.4527 0.9771 -2.7302
C -2.8628 -1.7385 3.2092
H 4.6236 0.5286 -0.9013
C 1.7691 -2.2475 -1.1051
H 1.6589 -1.6582 5.5080
C -5.0083 -0.7077 2.7471
H -1.9094 -2.1033 2.8545
C -0.5204 4.4267 -0.4909
C -2.6660 2.4037 -2.0979
C 6.4760 0.0363 -2.5540
H -2.3205 2.8846 6.2506
C -1.8657 0.0576 -3.3661
H -0.3968 0.5351 -5.5546
H 0.7218 3.7277 -7.1615
H -1.5781 -0.7542 -4.0297
H 6.2220 2.0411 -5.8504
H -3.0238 0.9350 0.2107
H -3.4283 -3.9419 -2.9302
C -1.9020 2.5806 -3.2945
H -0.4657 -6.6443 -1.4659
H 0.9901 0.1419 3.8115
C 2.7609 -3.1676 -0.7876
C 0.1540 -4.3175 3.2861
N 0.3511 0.4600 4.5286
H -2.5014 -1.5827 0.5706
C 0.5551 2.7110 -6.8201
H -6.2919 -0.4509 4.4292
H 4.5666 2.4357 -4.0336
H -2.9376 4.9817 -2.7133
H -1.2786 5.5979 -2.6847
S -1.0968 1.0950 2.4092
C -0.7789 0.9958 4.0912
C -2.0342 -5.4130 -2.2577
H -0.4821 4.7950 -5.4181
H 4.8347 -2.6770 -3.4109
H 0.1003 2.1319 -7.6220
C 2.9980 -1.6242 -3.0833
C -1.5270 1.3863 -3.9664
C 6.2822 1.4916 -4.9222
C -2.1552 2.5310 -0.6837
H 1.5197 2.2602 -6.5932
N 4.5247 1.1235 -1.7310
H 8.1639 -0.9120 -3.4424
C -0.2473 -4.6041 -0.8859
C -1.5251 3.8189 -3.8459
C -0.1986 -3.7407 2.0777
H -3.8046 0.9008 6.4980
H -0.9183 1.9153 6.7019
C 7.3858 -0.1758 -3.5669
C 3.8581 -3.3171 -1.6193
C 2.1752 -3.0230 3.3261
C 1.8986 -1.4747 -2.2579
C -0.7246 1.4516 -5.0836
H 1.6171 -4.4320 4.8404
C -0.8812 -5.6497 -1.5245
H -3.5466 1.7797 -2.1568
C 2.4476 1.7651 -1.0551
H -2.4264 -0.0829 6.9923

Cartesian forces, eV/Å:
-0.214 0.030 0.328
-0.063 0.109 -0.046
0.043 -0.070 -0.366
0.747 -0.842 -0.305
-0.150 -0.120 0.042
0.032 -0.095 -0.006
0.064 -0.030 -0.135
-0.112 0.014 -0.231
-0.089 0.058 0.061
-0.059 0.002 0.018
0.106 0.008 -0.081
-0.044 -0.005 0.113
0.092 -0.013 0.051
0.003 0.057 -0.062
0.093 0.075 0.073
-0.411 0.004 0.749
0.058 0.064 0.003
-0.059 -0.128 0.539
0.076 0.017 0.378
-0.299 0.322 0.129
0.094 -0.037 0.063
-0.213 0.077 0.023
0.035 0.049 -0.016
0.259 0.832 0.489
1.023 0.570 -1.071
-0.168 0.045 -0.039
0.087 0.024 0.125
0.199 -0.214 -0.152
0.192 0.208 -0.025
-0.155 -0.079 0.383
-0.204 0.186 0.096
0.028 -0.118 0.099
0.265 1.573 -1.262
0.414 0.683 0.805
-0.027 0.039 -0.093
-0.065 -0.083 0.038
-0.909 -0.871 0.101
0.910 -0.444 -0.146
0.156 -0.065 -0.083
-0.098 0.105 -0.072
-0.042 0.017 0.125
0.085 -0.070 0.003
0.019 -1.262 1.153
0.003 -0.030 0.121
0.053 0.094 0.031
-1.227 0.174 -0.280
-0.033 0.133 0.055
-0.142 -0.089 -0.035
-0.196 -0.008 0.019
-0.060 -0.023 -0.019
0.028 -0.082 0.077
-0.058 -0.027 -0.107
0.126 -0.064 0.008
-0.002 0.012 0.014
0.016 -0.085 0.040
0.440 -0.265 0.016
0.079 -0.052 -0.101
-0.023 0.084 -0.102
-0.076 -0.179 0.101
-0.389 0.294 0.006
0.121 0.137 0.021
0.023 -0.020 -0.201
-0.070 -0.079 -0.081
0.884 0.015 -1.154
-0.131 0.029 -0.211
-0.066 0.027 -0.295
0.001 0.201 0.010
-0.013 -0.041 0.007
0.365 -0.155 -0.034
0.042 0.027 0.038
0.054 0.480 -0.070
-0.099 -0.027 0.180
-0.390 0.282 0.112
0.188 -0.073 -0.026
0.043 -0.018 -0.080
-0.004 -0.118 -0.092
0.022 0.059 -0.087
0.014 -0.078 -0.020
-0.032 0.079 0.010
0.143 -0.211 0.170
-0.107 0.039 -0.038
0.648 -0.087 -1.188
0.015 -0.077 0.031
-0.167 0.109 -0.011
-0.206 0.101 0.069
-0.054 -0.036 0.091
0.074 0.006 0.061
0.064 -0.072 -0.022
0.060 -0.047 -0.128
-0.114 0.036 -0.037
-0.045 0.021 -0.031
-0.041 0.037 0.055
-0.054 0.092 -0.031
-0.116 0.093 -1.304
0.346 -0.082 -0.023
-0.030 0.125 0.038
0.034 0.098 -0.072
0.077 -0.003 -0.071
0.054 0.022 -0.133
-0.049 -0.014 -0.042
0.282 0.361 0.293
0.162 -0.145 0.024
-0.168 0.250 -0.427
0.127 -0.029 -0.057
-1.036 -0.118 1.381
0.111 -0.031 0.023
0.039 0.034 0.078
-0.361 -0.325 0.176
0.087 0.094 -0.199
-0.076 -0.014 -0.020
-0.075 0.099 -0.073
-0.012 0.132 -0.158
0.086 -0.075 0.027
0.007 -0.054 0.024
-0.099 -0.049 0.030
0.037 0.229 -0.086
0.066 -0.105 0.110
0.059 0.004 -0.055
-0.222 -0.027 0.148
-0.770 -1.498 1.715
0.032 -0.123 -0.003

=====

> Among the records above, which one has the highest total charge?

C53H56ClIrN6OPS2

=====

> Which formula does entry 1 have?

C4H5NO2

=====

> Which formula does entry 2 have?

C53H56ClIrN6OPS2

=====

> Which of these has the lowest total charge?

C4H5NO2